Density functional theory data (the ωB97M-V functional and the def2-TZVPD basis) for a molecular structure, C42H57As3N4PSe2W.

```
110
Properties=species:S:1:pos:R:3:lowdin_charge:R:1
W -0.13744 -0.17142 0.56829 0.8449
C -2.33400 -1.69257 2.66307 -0.1483
C -3.04097 -2.99156 2.31799 -0.1183
C -3.35349 -3.33237 0.88597 -0.2901
C -4.09027 -4.49028 0.64020 -0.0008
C -4.45241 -4.79777 -0.65473 -0.0195
C -4.06012 -3.93638 -1.67212 -0.0289
C -3.32057 -2.82302 -1.33451 -0.1965
N -2.96302 -2.50570 -0.08029 0.0569
N -0.84837 -1.50646 2.35223 -0.2221
C -0.26171 -0.86221 3.57511 -0.1124
C 0.88016 0.10165 3.39865 -0.2858
C 1.71802 0.38558 4.46096 0.0296
C 2.65015 1.40532 4.33656 0.0144
C 2.71333 2.11786 3.14832 0.0003
C 1.87383 1.75625 2.11364 -0.1553
N 0.97931 0.76117 2.22950 -0.1418
C -0.22558 -2.84675 2.16774 -0.1552
C 1.24593 -2.68640 1.97878 -0.2792
C 2.15271 -3.59328 2.49128 0.0316
C 3.51059 -3.33341 2.36836 0.0042
C 3.90577 -2.15306 1.76546 -0.0136
C 2.93943 -1.30113 1.26488 -0.1506
N 1.62874 -1.56807 1.34037 -0.0526
H -2.41955 -1.62559 3.74916 0.1286
H -2.86105 -0.84615 2.23274 0.0733
H -3.99755 -2.90184 2.84369 0.1449
H -2.55546 -3.84180 2.80127 0.1245
H -4.38307 -5.12787 1.46438 0.1300
H -5.03294 -5.68461 -0.86965 0.1271
H -4.31923 -4.12571 -2.70398 0.1199
H -2.97522 -2.15593 -2.11464 0.0670
H 0.00316 -1.63332 4.30334 0.1546
H -1.06027 -0.27826 4.02995 0.1048
H 1.62815 -0.17869 5.37956 0.1403
H 3.31185 1.64385 5.15848 0.1364
H 3.40988 2.93203 3.00867 0.1323
H 1.92219 2.26775 1.16324 0.0543
H -0.68461 -3.32248 1.29969 0.0865
H -0.42029 -3.46768 3.04543 0.1434
H 1.79755 -4.47876 3.00110 0.1362
H 4.24045 -4.02782 2.76224 0.1342
H 4.94876 -1.88794 1.66804 0.1296
H 3.21406 -0.37112 0.78854 0.0630
C -1.26740 2.37655 3.49028 -0.2188
As -1.66434 1.77285 1.67982 1.1125
C -3.57693 1.54918 1.93198 -0.2436
C -1.33996 3.51114 0.84013 -0.3088
C -1.89518 3.83238 -0.54481 -0.6521
C -3.42764 3.86521 -0.52061 -0.0544
C -1.38598 2.84972 -1.59701 -0.3145
As -1.69280 0.92556 -1.40748 1.0089
C -3.61224 0.67916 -1.64629 -0.2377
C -1.19419 0.44597 -3.21111 -0.2806
C -1.43879 5.25780 -0.94368 -0.3641
As 0.39681 6.03110 -0.89447 1.1815
C 0.67340 6.20692 1.04564 -0.3353
C 1.59809 4.49440 -1.15987 -0.3665
H -1.87822 3.26969 3.62407 0.0601
H -0.22259 2.64646 3.62037 0.0375
H -1.57425 1.65445 4.24204 0.0401
H -4.03433 2.53669 1.94703 0.0536
H -3.73009 1.08176 2.90366 0.0443
H -4.03539 0.93259 1.16832 0.0112
H -0.25391 3.61881 0.84748 0.0376
H -1.72936 4.22718 1.56877 0.0982
H -3.88086 2.90094 -0.29243 0.0429
H -3.81267 4.18831 -1.48886 0.1060
H -3.77978 4.58317 0.22195 0.1029
H -0.30711 2.94090 -1.72344 0.0285
H -1.83841 3.08653 -2.56472 0.1048
H -3.97652 1.57877 -2.13935 0.0485
H -4.17139 0.49642 -0.73767 0.0141
H -3.74812 -0.16776 -2.31248 0.0266
H -1.94212 0.91312 -3.85302 0.0613
H -1.21151 -0.63056 -3.35043 0.0038
H -0.21075 0.83880 -3.45080 0.0167
H -1.99652 5.97670 -0.33426 0.0769
H -1.78241 5.43507 -1.96633 0.0737
H -0.18739 6.70271 1.49415 0.0280
H 1.53809 6.85127 1.19721 0.0248
H 0.85455 5.26183 1.56058 -0.0039
H 1.55811 4.14233 -2.19048 0.0217
H 1.39307 3.66078 -0.48467 -0.0557
H 2.60961 4.85351 -0.96954 0.0322
Se -0.11908 -2.15535 -1.13563 0.4990
P 1.69657 -1.26274 -2.00186 0.3990
Se 1.66457 0.74841 -1.07494 0.4593
C 1.60308 -1.16688 -3.78616 -0.4339
C 2.25536 -0.13434 -4.45770 -0.1003
C 2.26815 -0.12457 -5.84308 -0.0404
C 1.63961 -1.14257 -6.54945 -0.0314
C 0.99709 -2.17382 -5.87681 -0.0404
C 0.97630 -2.19192 -4.49101 -0.0954
C 3.20052 -2.15586 -1.61095 -0.4199
C 4.42963 -1.50338 -1.70751 -0.0922
C 5.59830 -2.22123 -1.51776 -0.0452
C 5.53911 -3.58218 -1.23645 -0.0382
C 4.31426 -4.22962 -1.14788 -0.0499
C 3.13747 -3.51924 -1.33616 -0.0952
H 2.74461 0.66456 -3.91118 0.0943
H 2.76908 0.67433 -6.37224 0.1217
H 1.65282 -1.13284 -7.63091 0.1237
H 0.51307 -2.96486 -6.43288 0.1215
H 0.47139 -2.99885 -3.97177 0.0965
H 4.47954 -0.44347 -1.93206 0.1061
H 6.55591 -1.72535 -1.60116 0.1225
H 6.45460 -4.14182 -1.09880 0.1231
H 4.27594 -5.29139 -0.94477 0.1214
H 2.18272 -4.02750 -1.26754 0.0892
```

Properties
Max |F| ... 0.9 eV Å⁻¹
Gap between HOMO and LUMO (alpha / beta) ... 6.77 / 5.99 eV
Expectation value of S² ... 2.03
Total charge ... +3
ΔE to the lowest compared entry with this formula, charge and spin ... 0.000 eV
Spin multiplicity ... 3
HOMO level (alpha / beta) ... -14.744 / -14.743 eV